Density functional theory data (wB97M-V/def2-TZVPD) for 2 unconnected molecules or ions with the total composition CH5N3OS.

Total energy in Eh: -678.51773
ΔE to the lowest compared entry with this formula, charge and spin in kJ/mol: 678.00
Highest occupied orbital energy in eV: -9.02
Orbital gap in eV: 8.6

The geometry in ORCA input format:
```
! RIJCOSX wB97M-V def2-TZVPD def2/J DEFGRID3
* xyz 0 1
S 2.10379 -1.24303 -0.02882
O 1.97526 1.49133 -0.35429
N -0.66614 -0.79950 -0.14838
N -1.95040 0.00912 -0.13784
N 0.71103 0.97227 0.56902
C 0.65306 -0.39527 0.11607
H -2.62450 -0.82285 -0.76086
H -2.25174 0.07899 0.92143
H 2.68085 0.86098 0.19623
H -0.61564 -1.74540 0.28044
H -0.01557 1.59336 -0.65299
*
```